(1)
Molecular formula: C5H14N
Method: DFT, wB97M-V/def2-TZVPD

The geometry in XYZ format:
```
20
Properties=species:S:1:pos:R:3
C -1.2738 -0.5343 -2.3770
N 0.0477 -0.6032 -1.6415
H -1.7689 -1.4922 -2.2058
H -1.8641 0.2904 -1.9360
H -1.0857 -0.3724 -3.4296
H 0.6770 -1.3482 -1.9977
H -0.1659 -0.7619 -0.6189
H 0.5476 0.2895 -1.6633
C 0.8578 -0.5839 2.2524
C 0.2495 0.3029 1.2118
C -1.1159 0.3860 1.0641
C 1.1144 1.3442 0.5861
H 1.7085 -1.1154 1.7867
H 0.1434 -1.3702 2.5712
H 1.2441 -0.0847 3.1603
H -1.5895 1.1120 0.3708
H -1.7275 -0.3294 1.5517
H 0.4802 2.0245 -0.0092
H 1.9096 0.9069 -0.0486
H 1.6114 1.9395 1.3723
```

HOMO (alpha / beta)   -20.91 / -21.82 eV
2S+1   2
Net charge   +2
E_tot   -6881.5373 eV
LUMO energy (alpha / beta)   -9.165 / -13.234 eV
Energy above the lowest of the compared OMol25 structures with the same formula, charge and spin   0.511 eV

Just the natural (NBO) charges please, in e? Sure, here they are: number 1, C, carries -0.417; number 2, N, carries -0.673; number 3, H, carries 0.255; number 4, H, carries 0.231; number 5, H, carries 0.272; number 6, H, carries 0.473; number 7, H, carries 0.417; number 8, H, carries 0.443; number 9, C, carries -0.729; number 10, C, carries 0.280; number 11, C, carries -0.071; number 12, C, carries -0.737; number 13, H, carries 0.299; number 14, H, carries 0.267; number 15, H, carries 0.347; number 16, H, carries 0.234; number 17, H, carries 0.241; number 18, H, carries 0.245; number 19, H, carries 0.283; number 20, H, carries 0.342

=====

(2)
Molecular formula: C5H14N
Method: DFT, wB97M-V/def2-TZVPD

The geometry in XYZ format:
```
20
Properties=species:S:1:pos:R:3
C 0.0811 1.5634 -2.3359
N -0.6803 1.3065 -1.0495
H 0.8242 2.3255 -2.1120
H 0.5680 0.6333 -2.6306
H -0.6130 1.9062 -3.0953
H -1.1814 2.1350 -0.7105
H -0.0010 0.9827 -0.3259
H -1.3450 0.5367 -1.1482
C 0.4744 -0.4635 2.3979
C 0.2847 -0.8373 0.9800
C 1.3817 -0.8664 0.0999
C -0.9885 -1.5010 0.5926
H -0.3415 0.2191 2.6860
H 1.4061 0.0935 2.5430
H 0.4587 -1.3010 3.1102
H 1.2906 -1.2372 -0.9218
H 2.3197 -0.4281 0.4097
H -0.9124 -1.8772 -0.4325
H -1.8558 -0.8326 0.6868
H -1.1702 -2.3576 1.2564
```

HOMO (alpha / beta)   -20.69 / -21.83 eV
2S+1   2
Net charge   +2
E_tot   -6881.8235 eV
LUMO energy (alpha / beta)   -9.172 / -12.980 eV
Energy above the lowest of the compared OMol25 structures with the same formula, charge and spin   0.225 eV

Just the natural (NBO) charges please, in e? Sure, here they are: number 1, C, carries -0.415; number 2, N, carries -0.668; number 3, H, carries 0.254; number 4, H, carries 0.232; number 5, H, carries 0.271; number 6, H, carries 0.468; number 7, H, carries 0.416; number 8, H, carries 0.442; number 9, C, carries -0.734; number 10, C, carries 0.294; number 11, C, carries -0.074; number 12, C, carries -0.737; number 13, H, carries 0.298; number 14, H, carries 0.265; number 15, H, carries 0.345; number 16, H, carries 0.230; number 17, H, carries 0.244; number 18, H, carries 0.248; number 19, H, carries 0.284; number 20, H, carries 0.338

=====

(3)
Molecular formula: C5H14N2
Method: DFT, wB97M-V/def2-TZVPD

The geometry in XYZ format:
```
21
Properties=species:S:1:pos:R:3
N -2.8316 -0.4558 -0.8184
C -2.4104 0.2294 0.4077
C -0.9585 -0.0037 0.7450
N -0.0164 0.5948 -0.1940
C 1.8170 -1.1773 0.2126
C 1.3779 0.3320 0.1416
C 2.3054 1.0652 -0.7985
H -2.9598 -1.4469 -0.5829
H -3.8084 -0.2050 -1.0173
H -3.0353 0.0280 1.2923
H -2.5650 1.2991 0.2781
H -0.8691 0.5608 1.6986
H -0.7739 -0.9962 1.1693
H -0.2316 0.2046 -1.1075
H 2.3392 -1.4814 1.1178
H 2.4810 -1.3673 -0.6331
H 0.9010 -1.7345 0.0465
H 1.4906 0.7514 1.1499
H 2.2545 2.1569 -0.7411
H 2.1465 0.7732 -1.8402
H 3.3470 0.8725 -0.5263
```

HOMO (alpha / beta)   1.42 / -5.36 eV
2S+1   2
Net charge   -1
E_tot   -8390.3197 eV
LUMO energy (alpha / beta)   3.797 / 3.616 eV
Energy above the lowest of the compared OMol25 structures with the same formula, charge and spin   0.666 eV

Just the natural (NBO) charges please, in e? Sure, here they are: number 1, N, carries -0.948; number 2, C, carries -0.616; number 3, C, carries -0.385; number 4, N, carries -0.636; number 5, C, carries -0.692; number 6, C, carries -0.066; number 7, C, carries -0.618; number 8, H, carries 0.300; number 9, H, carries 0.303; number 10, H, carries 0.130; number 11, H, carries 0.168; number 12, H, carries 0.167; number 13, H, carries 0.168; number 14, H, carries 0.350; number 15, H, carries 0.200; number 16, H, carries 0.189; number 17, H, carries 0.219; number 18, H, carries 0.175; number 19, H, carries 0.204; number 20, H, carries 0.196; number 21, H, carries 0.193

=====

(4)
Molecular formula: C5H14N2
Method: DFT, wB97M-V/def2-TZVPD

The geometry in XYZ format:
```
21
Properties=species:S:1:pos:R:3
C -2.0214 -1.4265 0.3152
N -0.8703 -0.9437 1.0112
C 0.2017 -1.9218 0.9170
C -0.4387 0.3943 0.5251
C 0.1731 0.4711 -0.8925
N 1.5139 1.0123 -0.9389
C 1.5981 2.4196 -0.5790
H -2.7774 -0.6346 0.1568
H -2.5992 -2.2354 0.7871
H -1.9472 -1.7936 -0.7257
H 0.7161 -1.9480 -0.0684
H 1.0091 -1.7888 1.6389
H -0.2187 -2.9312 0.9270
H -1.3095 1.0331 0.6502
H 0.3411 0.6068 1.2616
H -0.4061 1.2029 -1.4782
H 0.0337 -0.4469 -1.4596
H 2.1812 0.4818 -0.3845
H 0.9128 2.7217 0.2063
H 2.6434 2.6882 -0.4400
H 1.2643 3.0386 -1.4297
```

HOMO (alpha / beta)   1.46 / -4.70 eV
2S+1   2
Net charge   -1
E_tot   -8389.4501 eV
LUMO energy (alpha / beta)   3.962 / 4.096 eV
Energy above the lowest of the compared OMol25 structures with the same formula, charge and spin   1.535 eV

Just the natural (NBO) charges please, in e? Sure, here they are: number 1, C, carries -0.590; number 2, N, carries -0.455; number 3, C, carries -0.757; number 4, C, carries -0.392; number 5, C, carries -0.324; number 6, N, carries -0.649; number 7, C, carries -0.513; number 8, H, carries 0.180; number 9, H, carries 0.188; number 10, H, carries 0.152; number 11, H, carries 0.150; number 12, H, carries 0.180; number 13, H, carries 0.190; number 14, H, carries 0.191; number 15, H, carries 0.192; number 16, H, carries 0.180; number 17, H, carries 0.204; number 18, H, carries 0.349; number 19, H, carries 0.168; number 20, H, carries 0.188; number 21, H, carries 0.167

=====

(5)
Molecular formula: C5H14N2
Method: DFT, wB97M-V/def2-TZVPD

The geometry in XYZ format:
```
21
Properties=species:S:1:pos:R:3
C -1.3536 -0.4629 2.3252
C -0.8567 0.8020 1.5857
C -1.2529 0.8308 0.1295
C -0.7464 -0.3679 -0.6998
N 0.5656 -0.8594 -0.2603
C 1.6552 -0.0371 -0.7172
N 1.8144 0.0021 -2.1920
H -2.4233 -0.4234 2.4446
H -1.1082 -1.3797 1.7996
H -0.9133 -0.4750 3.3146
H -1.3496 1.6210 2.1120
H 0.2139 0.8781 1.7920
H -1.0277 1.7738 -0.3666
H -2.3418 0.7878 0.0847
H -1.4671 -1.1656 -0.6034
H -0.6866 -0.1043 -1.7654
H 0.6687 -1.7876 -0.6539
H 2.5860 -0.3519 -0.2508
H 1.4648 0.9541 -0.3056
H 2.7802 -0.2415 -2.3926
H 1.7646 0.9663 -2.5065
```

HOMO   -8.96 eV
Net charge   0
E_tot   -8391.9376 eV
LUMO energy   1.032 eV
Energy above the lowest of the compared OMol25 structures with the same formula, charge and spin   0.681 eV

Just the natural (NBO) charges please, in e? Sure, here they are: number 1, C, carries -0.602; number 2, C, carries -0.394; number 3, C, carries -0.420; number 4, C, carries -0.231; number 5, N, carries -0.633; number 6, C, carries -0.066; number 7, N, carries -0.859; number 8, H, carries 0.192; number 9, H, carries 0.208; number 10, H, carries 0.205; number 11, H, carries 0.198; number 12, H, carries 0.201; number 13, H, carries 0.200; number 14, H, carries 0.204; number 15, H, carries 0.194; number 16, H, carries 0.187; number 17, H, carries 0.357; number 18, H, carries 0.178; number 19, H, carries 0.170; number 20, H, carries 0.356; number 21, H, carries 0.355

=====

(6)
Molecular formula: C5H14N2
Method: DFT, wB97M-V/def2-TZVPD

The geometry in XYZ format:
```
21
Properties=species:S:1:pos:R:3
C -1.7358 0.7860 -1.0877
C -1.2326 -0.2570 -0.0590
C -0.0640 0.2232 0.7941
C 1.0807 0.8466 -0.0095
C 1.9563 -0.2351 -0.6889
N 2.3846 -1.3409 0.1370
N -2.3658 -0.6527 0.7609
H -2.7499 0.5270 -1.3752
H -1.7459 1.7648 -0.6035
H -1.0811 0.8400 -1.9562
H -0.8320 -1.0534 -0.7031
H -0.4025 0.7999 1.6609
H 0.3296 -0.6911 1.2576
H 1.7494 1.4184 0.6376
H 0.6440 1.4786 -0.7756
H 1.2950 -0.6227 -1.4703
H 2.8054 0.2004 -1.2283
H 2.2884 -0.4870 1.4461
H 2.6414 -1.2154 1.1896
H -2.8836 -1.4279 0.3700
H -2.0816 -0.9017 1.7034
```

HOMO   -8.60 eV
Net charge   0
E_tot   -8387.0768 eV
LUMO energy   -0.118 eV
Energy above the lowest of the compared OMol25 structures with the same formula, charge and spin   5.542 eV

Just the natural (NBO) charges please, in e? Sure, here they are: number 1, C, carries -0.615; number 2, C, carries -0.043; number 3, C, carries -0.429; number 4, C, carries -0.403; number 5, C, carries -0.270; number 6, N, carries -0.632; number 7, N, carries -0.843; number 8, H, carries 0.218; number 9, H, carries 0.202; number 10, H, carries 0.195; number 11, H, carries 0.163; number 12, H, carries 0.211; number 13, H, carries 0.214; number 14, H, carries 0.202; number 15, H, carries 0.221; number 16, H, carries 0.204; number 17, H, carries 0.171; number 18, H, carries 0.279; number 19, H, carries 0.233; number 20, H, carries 0.364; number 21, H, carries 0.359